Entry 1:
113
Properties=species:S:1:pos:R:3:mulliken_charge:R:1 method="wB97M-V/def2-TZVPD" lumo_energy_ev=3.437 total_charge=-2 molar_mass_g_mol=1382.14 orbital_gap_ev=5.816
Cs -0.8757 0.4958 0.4760 2.713
C 2.3747 -0.8263 -5.4432 -0.510
S 0.6733 -1.3838 -5.1438 -0.191
C 0.7294 -1.6694 -3.3642 0.283
S -0.7409 -1.8144 -2.5850 -0.241
N 1.9138 -1.9601 -2.9444 -0.768
N 2.4232 -2.0186 -1.7573 -0.337
C 2.2609 -1.1076 -0.8564 0.768
C 2.9972 -1.1948 0.3684 -0.369
C 3.8446 -2.2933 0.6163 -0.832
C 4.4949 -2.3864 1.8220 -0.598
C 4.3020 -1.3842 2.7692 -1.301
C 3.4772 -0.3288 2.4247 0.089
N 2.8541 -0.2112 1.2677 0.594
H 2.6531 -1.0676 -6.4635 0.423
H 2.4318 0.2441 -5.2714 -0.042
H 2.9926 -1.3516 -4.7210 0.217
H 1.6109 -0.2387 -0.9836 0.356
H 3.9592 -3.0356 -0.1582 0.532
H 5.1474 -3.2246 2.0343 0.387
H 4.7764 -1.4254 3.7394 0.477
H 3.2974 0.4728 3.1333 0.121
C 0.1136 5.0516 -1.6890 -0.922
C -1.1076 5.0496 -0.8160 0.521
N -1.7849 6.1714 -0.7293 -0.674
C -2.9276 6.1890 -0.0447 -1.421
C -3.4813 5.0600 0.5251 0.871
C -4.8555 5.0873 1.1416 -1.030
O -5.7842 4.2197 0.5182 -0.654
C -2.7891 3.8494 0.4273 2.183
C -3.3989 2.6502 0.9720 -3.136
N -3.6599 1.5203 0.4311 0.114
C -3.5422 1.2162 -0.9067 0.032
C -3.4793 2.1413 -1.9560 -0.631
C -3.4081 1.7242 -3.2695 -0.986
C -3.4293 0.3769 -3.5834 -0.394
C -3.5737 -0.5589 -2.5713 -0.559
C -3.6230 -0.1330 -1.2622 0.573
I -3.8914 -1.5491 0.2762 0.230
C -1.4950 3.8162 -0.1910 0.128
O -0.7530 2.7917 -0.1730 -0.209
H 0.2610 6.0435 -2.1126 0.413
H -0.0167 4.3193 -2.4891 0.208
H 0.9926 4.7627 -1.1150 0.006
H -3.4357 7.1456 0.0077 0.293
H -5.2834 6.0891 1.0424 0.437
H -4.7885 4.8434 2.2149 0.176
H -5.4069 3.3271 0.5365 0.469
H -3.6983 2.7161 2.0190 0.558
H -3.5143 3.1965 -1.7274 0.562
H -3.3386 2.4653 -4.0542 0.409
H -3.3243 0.0485 -4.6053 0.364
H -3.6402 -1.6111 -2.8062 0.427
Cl 0.4268 -1.2630 2.4985 -0.024
C -1.0198 -1.0472 3.4206 0.434
C -1.4588 0.2603 3.6518 0.113
C -2.6054 0.2820 4.4479 0.410
Cl -3.2935 1.8238 4.8677 -0.228
C -3.2601 -0.8297 4.9699 -0.639
Cl -4.6606 -0.6813 5.9766 -0.243
C -2.7671 -2.0951 4.6837 0.648
Cl -3.5382 -3.5118 5.2884 -0.247
C -1.6318 -2.2012 3.8918 -0.816
Cl -1.0038 -3.7635 3.5070 -0.220
C 2.1199 2.5643 7.0243 -0.586
C 2.3955 3.6013 6.1482 -0.881
C 2.0985 3.4682 4.8049 -0.584
C 1.5518 2.2927 4.2992 0.388
C 1.2768 1.2637 5.1892 -0.348
C 1.5461 1.4007 6.5411 -0.761
As 1.1317 2.1280 2.3839 1.550
C 0.2033 3.8397 2.4493 0.903
C 0.6487 5.0489 1.9446 -0.018
C -0.1016 6.1997 2.1139 -0.946
C -1.2970 6.1603 2.8064 -0.765
C -1.7513 4.9558 3.3163 -0.135
C -1.0067 3.8099 3.1284 -0.451
C 2.8391 2.8251 1.7172 0.235
C 2.8505 3.1908 0.3750 -0.848
C 3.9865 3.7039 -0.2210 -0.268
C 5.1632 3.8111 0.5037 -0.904
C 5.1835 3.4118 1.8283 -0.907
C 4.0289 2.9380 2.4297 -0.556
H 2.3370 2.6741 8.0798 0.353
H 2.8382 4.5199 6.5161 0.418
H 2.2943 4.2973 4.1310 0.390
H 0.8289 0.3533 4.8136 0.274
H 1.3048 0.5973 7.2236 0.445
H 1.5858 5.0979 1.4004 0.556
H 0.2500 7.1352 1.7011 0.310
H -1.8736 7.0651 2.9355 0.318
H -2.6920 4.9055 3.8467 0.572
H -1.3411 2.8534 3.5087 -0.970
H 1.9397 3.0612 -0.1978 0.534
H 3.9538 4.0332 -1.2505 0.347
H 6.0640 4.1976 0.0399 0.360
H 6.1017 3.4853 2.4031 0.368
H 4.0752 2.6495 3.4757 0.321
C 5.7829 1.7335 -3.1473 -0.947
N 4.8723 2.6759 -3.7267 0.223
C 5.3149 4.0087 -4.0711 -0.478
C 3.9993 4.7496 -4.3693 -0.628
N 3.0341 3.9025 -3.7169 0.082
C 3.5363 2.6704 -3.4398 -0.812
S 2.6709 1.4018 -2.8935 0.092
H 6.5049 1.3998 -3.8956 0.297
H 5.1986 0.8837 -2.7985 0.274
H 6.3201 2.1650 -2.2953 0.297
H 5.9845 3.9784 -4.9369 0.404
H 5.8570 4.4711 -3.2318 0.236
H 3.8197 4.8126 -5.4541 0.375
H 3.9806 5.7610 -3.9515 0.330
H 2.0415 4.0601 -3.7404 0.217

***

Entry 2:
108
Properties=species:S:1:pos:R:3:mulliken_charge:R:1 method="wB97M-V/def2-TZVPD" lumo_energy_ev=-1.745 molar_mass_g_mol=1070.94 orbital_gap_ev=4.164 e_above_lowest_kcal_mol=79.82
Ir 0.0434 -0.2857 -0.4139 2.613
C -2.1716 0.1964 4.6358 -1.574
C -0.9975 0.0917 3.7163 0.849
C 0.3316 -0.0318 4.0465 -1.459
C 1.0255 -0.1340 2.8282 -0.415
N 0.1556 -0.0262 1.8168 -0.030
N -1.0896 0.0912 2.3744 0.480
B -2.4285 0.1270 1.5636 -1.484
N -2.4312 1.3165 0.6108 0.540
N -1.3401 1.6071 -0.1299 0.288
C -1.5482 2.8406 -0.6407 0.272
C -2.8210 3.2947 -0.2377 -1.291
C -3.3455 2.3053 0.5525 0.508
C -4.6584 2.2724 1.2704 -1.443
C -0.5545 3.6000 -1.3938 -0.030
C -0.7061 4.9560 -1.6027 -0.802
C 0.2329 5.8327 -2.1539 -0.881
C 1.5167 5.5796 -2.7580 -0.938
C 2.0496 4.4167 -3.2001 -0.764
C 0.6966 2.8939 -1.7449 0.503
N -2.5407 -1.2131 0.8272 0.745
N -1.4478 -1.6622 0.1783 -0.514
C -1.6467 -2.9561 -0.0937 -0.123
C -2.9473 -3.3019 0.3062 -1.326
C -3.4748 -2.1736 0.8990 1.051
C -4.8009 -1.9804 1.5645 -1.397
C -0.6134 -3.8471 -0.6606 0.196
C -0.9767 -4.8681 -1.5350 -0.584
C -0.0070 -5.6641 -2.1300 -0.851
C 1.3372 -5.4541 -1.8479 -0.482
C 1.7020 -4.4692 -0.9395 -0.555
C 0.7322 -3.6778 -0.3433 -0.018
C 2.4994 -0.3072 2.7073 0.881
C 3.1038 -0.8555 1.5803 2.343
C 4.4831 -1.0023 1.5041 -0.702
C 5.2882 -0.6233 2.5669 -0.757
C 4.6977 -0.0904 3.7075 -0.805
C 3.3201 0.0697 3.7742 -1.261
H -1.8167 0.1612 5.6636 0.402
H -2.7165 1.1308 4.4908 0.252
H -2.8734 -0.6262 4.4868 0.248
H 0.7311 -0.1025 5.0486 0.483
H -3.3480 0.2418 2.3241 -0.150
H -3.2990 4.2318 -0.4920 0.524
H -5.2200 3.1726 1.0269 0.430
H -5.2545 1.4044 0.9808 0.196
H -4.5221 2.2343 2.3531 0.214
H -1.6170 5.4189 -1.2336 0.293
H -0.0348 6.8823 -2.1022 0.380
H 2.1214 6.4673 -2.9191 0.389
H 3.0298 4.4287 -3.6705 0.437
H 0.5054 1.8484 -1.5989 -1.083
H -3.4157 -4.2739 0.2288 0.518
H -5.3786 -2.8993 1.4906 0.390
H -4.6860 -1.7278 2.6203 0.207
H -5.3701 -1.1757 1.0914 0.224
H -2.0234 -5.0092 -1.7840 0.413
H -0.3014 -6.4405 -2.8283 0.369
H 2.0978 -6.0547 -2.3355 0.408
H 2.7478 -4.3160 -0.6983 0.480
H 1.0164 -2.9275 0.3848 0.718
H 2.4926 -1.1477 0.7403 -0.656
H 4.9290 -1.4063 0.6008 0.252
H 6.3651 -0.7399 2.5120 0.437
H 5.3110 0.2065 4.5512 0.386
H 2.8887 0.5165 4.6633 0.333
N 1.8128 0.2378 -0.9780 0.316
P 2.8424 0.9520 -1.9499 2.462
C 2.2991 1.9061 -3.3893 -0.582
C 2.4912 1.4268 -4.6546 -0.696
C 1.7278 1.8829 -5.7494 -1.081
C 0.5820 2.6836 -5.5136 -0.834
C 0.3284 3.1782 -4.2811 -0.828
C 1.3299 3.0737 -3.1520 2.858
C 3.7933 2.1433 -0.9385 0.589
C 3.4130 2.3899 0.3777 0.211
C 4.1196 3.3035 1.1505 -1.102
C 5.2085 3.9753 0.6127 -0.748
C 5.5914 3.7399 -0.7029 -0.780
C 4.8831 2.8298 -1.4782 -0.569
C 4.0733 -0.2693 -2.4974 0.720
C 5.0875 0.0004 -3.4176 -0.240
C 6.0614 -0.9505 -3.6869 -0.952
C 6.0366 -2.1800 -3.0416 -0.858
C 5.0258 -2.4616 -2.1329 -0.547
C 4.0497 -1.5113 -1.8596 -0.330
H 3.1800 0.6067 -4.8214 0.511
H 1.9324 1.5125 -6.7463 0.368
H -0.1271 2.8404 -6.3180 0.448
H -0.5789 3.7375 -4.0788 0.377
H 1.4546 3.1949 -1.0209 -0.096
H 2.5621 1.8595 0.7886 0.428
H 3.8175 3.4882 2.1741 0.491
H 5.7591 4.6869 1.2171 0.405
H 6.4392 4.2658 -1.1260 0.448
H 5.1788 2.6588 -2.5084 0.274
H 5.1259 0.9527 -3.9332 0.311
H 6.8460 -0.7268 -4.4010 0.423
H 6.8025 -2.9172 -3.2521 0.395
H 5.0000 -3.4213 -1.6289 0.462
H 3.2518 -1.7242 -1.1572 0.032
F -0.5253 -1.9670 -2.7057 -0.270
C -0.5027 -0.6356 -2.3855 0.580
F 0.3154 -0.0631 -3.3334 -0.214
C -1.9072 -0.1288 -2.8207 0.057
F -2.2376 -0.6278 -4.0242 -0.315
F -2.8653 -0.4923 -1.9530 -0.256
F -1.9144 1.2104 -2.9341 -0.146

***

Entry 3:
109
Properties=species:S:1:pos:R:3:mulliken_spin:R:1 method="wB97M-V/def2-TZVPD" lumo_energy_ev="-3.384 / -2.836" total_charge=+1 multiplicity=2 molar_mass_g_mol=950.88 orbital_gap_ev="6.639 / 7.255" e_above_lowest_kcal_mol=0.00
Cr 0.3571 -0.5871 -0.5514 1.169
C -0.5816 -0.0317 2.2818 0.010
N -0.0565 -1.1427 1.4623 -0.024
C 1.0912 -1.7357 2.1741 0.012
C -1.1167 -2.1626 1.2967 0.015
C -2.1510 -1.6827 0.2929 -0.001
N -1.4280 -1.0224 -0.7953 -0.137
C -2.0699 -0.7666 -2.0018 -0.074
C -1.2553 -0.3617 -3.0583 0.051
F 0.0869 -0.3017 -2.7935 0.016
C -1.7214 -0.0702 -4.3165 0.012
F -0.8613 0.3132 -5.2598 0.000
C -3.0699 -0.1899 -4.5934 -0.018
C -3.9006 -0.6006 -3.5720 0.009
F -5.2054 -0.7387 -3.7977 0.001
C -3.4286 -0.8745 -2.2973 -0.016
F -4.3144 -1.2295 -1.3576 -0.001
H -0.9154 -0.4111 3.2538 0.000
H -1.4200 0.4436 1.7735 0.002
H 0.2006 0.7061 2.4383 0.000
H 0.7864 -2.0513 3.1773 0.004
H 1.8848 -0.9943 2.2554 -0.002
H 1.4676 -2.6029 1.6356 0.002
H -1.5780 -2.3881 2.2637 0.005
H -0.6412 -3.0731 0.9358 -0.004
H -2.8601 -0.9826 0.7427 -0.005
H -2.7259 -2.5389 -0.0647 -0.002
H -3.4622 0.0311 -5.5753 0.000
C 1.6830 -4.4900 5.3545 0.000
O 1.5334 -5.4373 4.3118 0.000
C 2.4698 -5.4458 3.3294 0.000
C 2.3993 -6.5081 2.4283 0.000
C 3.3141 -6.6058 1.4003 0.000
C 4.2736 -5.6144 1.2202 0.001
C 4.3645 -4.5748 2.1319 -0.001
C 3.4719 -4.4899 3.1937 -0.001
N 5.2114 -5.7827 0.1401 0.001
N 5.3989 -4.8821 -0.6877 0.000
C 4.5909 -3.6905 -0.6458 0.011
C 5.1791 -2.4770 -0.4247 -0.005
C 4.4245 -1.2866 -0.3390 0.016
C 3.0628 -1.3279 -0.4993 -0.003
O 2.2422 -0.2813 -0.4426 0.013
C 2.4578 -2.5753 -0.8018 -0.005
N 1.1071 -2.5217 -0.9752 -0.024
C 0.4787 -3.6146 -1.3526 -0.001
C 1.1436 -4.8350 -1.5496 -0.001
C 2.4897 -4.9151 -1.3143 0.002
C 3.1973 -3.7609 -0.9147 -0.001
H 0.8831 -4.6894 6.0611 0.000
H 1.5889 -3.4655 4.9831 0.000
H 2.6473 -4.6034 5.8550 0.000
H 1.6379 -7.2626 2.5747 0.000
H 3.2904 -7.4521 0.7249 0.000
H 5.1451 -3.8330 2.0327 0.000
H 3.5790 -3.6861 3.9081 0.000
H 6.2514 -2.4392 -0.2779 0.000
H 4.9148 -0.3411 -0.1474 0.000
H -0.5921 -3.5348 -1.5007 0.000
H 0.5798 -5.6976 -1.8744 0.000
H 3.0167 -5.8495 -1.4537 0.000
N -1.2335 2.5593 -0.8370 0.006
P 0.2786 1.8770 -0.5060 -0.013
C 0.8877 2.7172 0.9876 -0.006
C 0.2351 3.8136 1.5369 -0.001
C 0.7457 4.4264 2.6760 0.000
C 1.9117 3.9558 3.2575 0.000
C 2.5770 2.8694 2.6987 -0.001
C 2.0692 2.2483 1.5702 -0.002
C 1.2563 2.6820 -1.8171 -0.009
C 2.1309 1.9792 -2.6395 -0.005
C 2.8459 2.6474 -3.6254 -0.001
C 2.6957 4.0141 -3.7931 0.000
C 1.8367 4.7249 -2.9636 0.000
C 1.1267 4.0645 -1.9763 0.000
P -2.7307 2.0608 -0.1600 0.010
C -3.1816 3.5122 0.8571 0.000
C -3.2384 3.3402 2.2362 0.000
C -3.4763 4.4239 3.0733 0.000
C -3.6577 5.6855 2.5297 0.000
C -3.6143 5.8650 1.1500 0.000
C -3.3836 4.7826 0.3182 0.000
C -3.8617 2.2899 -1.5784 0.001
C -3.5425 2.8421 -2.8129 -0.001
C -4.5126 2.9790 -3.8000 0.001
C -5.8136 2.5678 -3.5623 0.000
C -6.1451 2.0119 -2.3326 0.000
C -5.1760 1.8687 -1.3551 0.000
H -1.2391 3.1120 -1.6820 0.000
H -0.6756 4.1893 1.0873 -0.001
H 0.2262 5.2744 3.1033 0.000
H 2.3085 4.4368 4.1419 0.000
H 3.4956 2.5095 3.1442 0.000
H 2.5848 1.4031 1.1311 0.000
H 2.2717 0.9189 -2.5044 -0.003
H 3.5222 2.0930 -4.2627 0.000
H 3.2534 4.5307 -4.5630 0.000
H 1.7304 5.7953 -3.0799 0.000
H 0.4824 4.6328 -1.3138 0.000
H -3.0889 2.3526 2.6594 0.000
H -3.5198 4.2821 4.1453 0.000
H -3.8434 6.5323 3.1775 0.000
H -3.7689 6.8493 0.7274 0.000
H -3.3630 4.9241 -0.7571 0.000
H -2.5426 3.1824 -3.0557 0.000
H -4.2452 3.4128 -4.7552 0.000
H -6.5665 2.6744 -4.3319 0.000
H -7.1568 1.6802 -2.1401 0.000
H -5.4415 1.4232 -0.4017 0.000

***

Entry 4:
102
Properties=species:S:1:pos:R:3:mulliken_charge:R:1 method="wB97M-V/def2-TZVPD" lumo_energy_ev=-0.793 molar_mass_g_mol=768.91 orbital_gap_ev=8.427
H 0.7121 3.6457 5.7350 0.213
N 0.8110 2.6353 5.6420 -0.513
C 0.3481 2.0493 6.6652 0.709
C -0.2354 2.7983 7.8296 -1.562
C 0.3832 0.5355 6.6842 -0.908
N -0.2078 -0.0560 5.4893 0.635
C -1.5988 0.0774 5.3423 -0.019
O -2.1970 1.1205 5.3620 -0.624
C -2.1545 -1.3035 5.1220 0.336
C -3.4646 -1.7360 5.0498 0.952
C -4.5552 -0.8258 5.1745 -1.089
C -5.5197 -0.1490 4.9624 -0.383
C -3.6723 -3.1018 4.8572 -0.781
C -2.5920 -3.9381 4.7030 -0.871
C -1.2805 -3.4855 4.7349 1.211
C -0.1360 -4.4447 4.5055 -1.378
C 0.5759 -4.1801 3.1480 -0.185
C 0.1603 -5.1313 2.0342 -1.066
C -1.3336 -5.1873 1.6880 -1.001
C -2.0135 -3.8343 1.4188 0.419
C -2.1006 -3.4586 -0.0837 -1.077
C -1.3933 -2.1321 -0.3802 -0.398
C -1.8529 -1.4555 -1.6676 -0.511
C -1.3203 -0.0003 -1.6916 -0.828
C -1.0646 -2.1345 4.9670 0.256
C 0.1988 -1.3571 5.1122 -0.065
O 1.3343 -1.7016 4.9369 -0.640
H -0.9157 2.1757 8.4083 0.384
H -0.8095 3.6513 7.4862 0.424
H 0.5381 3.1380 8.5141 0.351
H 1.4210 0.2343 6.7796 0.523
H -0.1716 0.1873 7.5592 0.306
H -6.3185 0.5295 4.8112 0.446
H -4.6783 -3.4810 4.8023 0.552
H -2.7763 -4.9889 4.5310 0.422
H -0.4691 -5.4745 4.5877 0.547
H 0.5951 -4.2448 5.2851 0.432
H 1.6386 -4.3405 3.3181 0.443
H 0.4792 -3.1319 2.8880 0.044
H 0.4658 -6.1414 2.3093 0.367
H 0.7218 -4.8857 1.1319 0.378
H -1.4150 -5.7640 0.7690 0.532
H -1.8763 -5.7285 2.4621 0.359
H -1.5437 -3.0147 1.9549 -0.347
H -3.0345 -3.9087 1.7875 0.299
H -1.7122 -4.2679 -0.6988 0.356
H -3.1445 -3.3261 -0.3648 0.417
H -0.3184 -2.3183 -0.4225 0.276
H -1.5934 -1.4290 0.4273 0.331
H -2.9372 -1.3848 -1.6658 0.327
H -1.4954 -1.9692 -2.5556 0.282
H -2.0602 0.6866 -1.2934 0.357
H -0.9681 0.3051 -2.6725 0.384
H -0.4572 0.0567 -1.0339 -0.082
O 0.8960 6.4626 1.2665 -0.688
C 1.1499 5.5512 0.5058 0.655
C 1.5770 5.8273 -0.8970 0.383
C 1.7040 7.1435 -1.3223 -0.671
C 2.1310 7.4155 -2.6110 -0.435
C 2.4342 6.3734 -3.4815 -0.599
C 2.2953 5.0599 -3.0673 -0.464
C 1.8624 4.7819 -1.7770 -0.115
C 1.7016 3.3624 -1.3535 0.620
O 1.8978 2.4563 -2.1385 -0.655
C 1.2980 3.0876 0.0489 0.010
C 1.1780 1.7711 0.4717 -0.672
C 0.8250 1.4949 1.7820 -0.711
C 0.5936 2.5311 2.6815 0.469
C 0.7047 3.8467 2.2587 -0.869
C 1.0512 4.1322 0.9444 -0.115
H 1.4708 7.9502 -0.6413 0.474
H 2.2321 8.4416 -2.9394 0.390
H 2.7771 6.5887 -4.4851 0.416
H 2.5232 4.2454 -3.7421 0.654
H 1.3638 0.9677 -0.2273 0.573
H 0.7351 0.4663 2.1100 0.681
H 0.3304 2.3124 3.7085 0.279
H 0.5244 4.6582 2.9509 0.467
O 1.2697 1.4255 -8.8251 -0.670
C 1.2906 0.5684 -7.9660 0.507
C 0.4684 -0.6677 -8.1012 0.217
C -0.3110 -0.8427 -9.2375 -0.606
C -1.0532 -2.0006 -9.3945 -0.462
C -1.0194 -2.9901 -8.4173 -0.506
C -0.2561 -2.8140 -7.2761 -0.493
C 0.4860 -1.6515 -7.1106 0.195
C 1.2883 -1.4710 -5.8674 0.590
O 1.2606 -2.3031 -4.9844 -0.710
C 2.1261 -0.2460 -5.7422 0.199
C 2.9081 -0.0729 -4.6081 -0.564
C 3.7124 1.0466 -4.4878 -0.464
C 3.7401 1.9981 -5.5013 -0.473
C 2.9547 1.8368 -6.6299 -0.733
C 2.1410 0.7182 -6.7537 0.311
H -0.3305 -0.0729 -9.9964 0.473
H -1.6572 -2.1368 -10.2820 0.398
H -1.5919 -3.8992 -8.5474 0.400
H -0.2309 -3.5780 -6.5115 0.497
H 2.8853 -0.8156 -3.8231 0.502
H 4.3194 1.1808 -3.6030 0.386
H 4.3757 2.8695 -5.4074 0.516
H 2.9711 2.5767 -7.4183 0.469